64
Properties=species:S:1:pos:R:3 method="wB97M-V/def2-TZVPD" charge=+1 relative_energy_kcal_mol=0.00 multiplicity=5 homo_energy_ev="-11.1 / -12.3" e_lumo_ev="-2.932 / -3.135" mol_weight_g_mol=498.441 gap_ev="8.2 / 9.1" largest_force_ev_per_a=2.9
Cr 0.30695 -0.01115 -0.37083
P -1.91967 -0.81818 -1.19841
C -1.90312 -0.12662 -2.94526
C -0.58800 0.62759 -3.20478
N 0.48117 0.63778 -2.36968
C 1.72003 0.89945 -2.88594
C 1.89381 1.54802 -4.11189
C 0.74940 1.72519 -4.89257
C -0.47128 1.25445 -4.43654
C 2.95595 0.47197 -2.10066
P 2.58571 -0.89420 -0.94112
H -1.36303 1.25065 -5.05958
H 2.89194 1.82614 -4.44670
H 0.81994 2.20871 -5.86650
H 3.80566 0.17117 -2.74140
H 3.32664 1.31030 -1.48321
H -2.10926 -0.83587 -3.76295
H -2.76021 0.54175 -3.03416
H -0.57162 -3.15385 -3.96599
O -1.06089 -3.13244 -4.76090
H -1.92012 -3.62449 -4.63591
H -0.92464 -3.08831 -1.33774
O 0.04121 -3.36789 -1.25586
H -0.13255 -4.33498 -1.25856
C 2.75476 -2.39269 -1.93166
H 3.61600 -2.36377 -2.60598
H 2.84290 -3.26066 -1.27320
H 1.86131 -2.50160 -2.55164
C 3.96054 -0.98013 0.23392
H 3.72511 -1.76624 0.96263
H 4.91693 -1.19953 -0.25729
H 4.03486 -0.02735 0.76930
C -2.63682 0.56678 -0.19954
H -3.44788 1.05487 -0.74774
H -3.00193 0.23425 0.78612
H -1.86918 1.32274 0.04143
C -3.30945 -2.05492 -1.19802
H -3.72327 -2.20879 -0.18497
H -4.15880 -1.79888 -1.86011
H -2.96801 -3.04784 -1.53919
C -2.54150 0.85281 3.73418
C -1.15195 0.49293 4.21786
C 0.02654 1.30787 3.62520
C 0.05140 2.80172 4.05357
C -1.11921 3.66317 3.61137
C 1.32916 0.64847 4.10359
O 2.22837 1.15501 4.75252
N 1.41336 -0.69801 3.67356
C 1.11932 -1.06910 2.35578
O 1.37361 -2.15829 1.86931
N 0.54788 -0.03827 1.60605
C 0.08901 1.13924 2.10749
O -0.28642 2.02286 1.30083
H -2.98616 1.61541 4.38567
H -3.16361 -0.04847 3.78197
H -2.51291 1.21533 2.69645
H -1.06244 0.60005 5.30571
H -0.93334 -0.56090 4.01072
H 0.13410 2.79778 5.15486
H 0.99535 3.23646 3.67795
H -2.03121 3.39894 4.16294
H -0.85473 4.70570 3.82463
H -1.25899 3.53708 2.52807
H 2.14323 -1.27924 4.08283